C10H27ClIO2P2PmS as an isolated structure in a non-equilibrium geometry. Source: OMol25; level of theory: ωB97M-V with the def2-TZVPD basis set.

Each line ends with the Mulliken charge.
Positions of all 45 atoms, in Å:
1 C 1.66 -0.62 -2.87  -1.288
2 C 1.99 -0.21 -1.41  0.472
3 H 1.60 0.28 -3.56  0.344
4 H 0.75 -1.26 -2.97  0.220
5 H 2.43 -1.17 -3.44  0.367
6 O 1.04 0.38 -0.76  -0.427
7 I 2.16 -2.08 0.96  -0.369
8 Pm -1.66 0.50 -0.24  1.592
9 P 3.83 -0.42 -0.94  0.845
10 C 4.42 0.25 0.67  -1.003
11 C 4.28 -2.16 -1.43  -1.363
12 H 5.16 -2.14 -2.09  0.468
13 H 5.84 0.43 -2.00  0.426
14 H 3.45 -2.61 -1.98  0.387
15 H 4.60 0.13 -3.25  0.400
16 H 4.05 -0.40 1.48  0.366
17 H 4.51 -2.73 -0.53  0.510
18 C 4.77 0.54 -2.23  -1.328
19 H 5.52 0.17 0.66  0.379
20 H 4.47 1.60 -2.21  0.414
21 H 4.10 1.29 0.80  0.316
22 P -4.41 -0.47 -0.12  0.438
23 C -5.79 0.19 0.88  -1.058
24 C -4.95 -0.05 -1.83  -1.180
25 H -4.16 -2.87 -0.54  0.311
26 H -5.90 -2.33 -0.54  0.377
27 H -5.01 -2.50 1.00  0.382
28 C -4.91 -2.24 -0.06  -1.131
29 H -4.39 -0.66 -2.56  0.395
30 H -6.04 -0.21 -1.87  0.423
31 H -6.66 0.35 0.22  0.350
32 H -5.47 1.15 1.31  0.320
33 H -4.72 1.02 -2.01  0.413
34 H -6.03 -0.54 1.65  0.397
35 Cl -1.70 -1.54 -1.85  -0.445
36 C 0.62 3.16 2.67  -1.054
37 S 0.46 1.36 2.67  0.729
38 C -0.20 1.22 4.37  -1.048
39 O -0.74 0.99 1.76  -0.577
40 H -0.23 3.61 3.20  0.395
41 H 0.70 3.50 1.63  0.334
42 H 1.53 3.43 3.23  0.404
43 H -0.83 2.11 4.57  0.348
44 H -0.77 0.29 4.44  0.358
45 H 0.61 1.23 5.10  0.389

Output
net charge = +2
2S+1 = 5
electronic energy = -2994.3578 Ha
molar mass = 580.70 Da

C10H27ClIO2P2SW as an isolated structure in a non-equilibrium geometry. Source: OMol25; level of theory: ωB97M-V with the def2-TZVPD basis set.

Each line ends with the Mulliken charge.
Positions of all 45 atoms, in Å:
1 C -0.11 -2.47 -1.12  -0.767
2 C -1.05 -1.79 -0.11  0.325
3 H -0.20 -3.57 -1.04  0.438
4 H 0.97 -2.21 -0.93  0.080
5 H -0.40 -2.22 -2.16  0.272
6 O -1.93 -2.44 0.43  -0.326
7 I -1.88 1.94 1.55  0.223
8 W 0.36 0.32 0.22  0.090
9 P -2.20 0.29 -0.93  0.605
10 C -3.64 -0.01 0.15  -0.982
11 C -2.61 1.81 -1.84  -1.001
12 H -3.60 1.65 -2.29  0.452
13 H -3.64 -0.60 -2.65  0.560
14 H -1.90 1.97 -2.65  0.402
15 H -1.93 -0.78 -3.11  0.420
16 H -3.65 0.66 1.03  0.254
17 H -2.63 2.70 -1.20  0.382
18 C -2.64 -0.87 -2.29  -1.415
19 H -4.56 0.23 -0.41  0.466
20 H -2.67 -1.90 -1.94  0.473
21 H -3.61 -1.03 0.54  0.405
22 P 2.57 0.25 0.77  1.410
23 C 3.06 0.10 2.52  -1.100
24 C 3.47 -1.07 -0.09  -1.313
25 H 3.00 1.95 -0.87  0.478
26 H 4.35 1.77 0.31  0.405
27 H 2.85 2.64 0.77  0.450
28 C 3.26 1.81 0.18  -1.243
29 H 3.39 -0.92 -1.18  0.406
30 H 4.53 -1.04 0.22  0.498
31 H 4.12 -0.18 2.53  0.469
32 H 2.45 -0.68 2.99  0.356
33 H 3.05 -2.06 0.17  0.421
34 H 2.92 1.06 3.05  0.373
35 Cl 0.75 1.00 -2.00  -0.212
36 C -1.94 -1.51 2.95  -1.142
37 S -0.32 -0.80 2.56  0.575
38 C -0.41 0.44 3.95  -1.276
39 O 0.65 -1.92 2.88  -0.547
40 H -2.73 -0.76 3.00  0.383
41 H -1.76 -2.02 3.92  0.549
42 H -2.18 -2.28 2.21  0.412
43 H -0.46 -0.17 4.86  0.493
44 H 0.49 1.04 3.88  0.352
45 H -1.31 1.08 3.84  0.448

Output
net charge = +3
2S+1 = 3
electronic energy = -2452.2905 Ha
molar mass = 619.54 Da

C10H28CdN11O6 as an isolated structure in a non-equilibrium geometry. Source: OMol25; level of theory: ωB97M-V with the def2-TZVPD basis set.

Each line ends with the Mulliken charge.
Positions of all 56 atoms, in Å:
1 Cd -2.48 0.88 2.24  0.409
2 C -0.51 -0.17 0.11  -0.115
3 O -1.47 0.82 0.37  -0.558
4 H -0.67 -0.68 -0.85  0.525
5 H 0.50 0.17 0.34  0.256
6 H -0.51 -0.95 0.87  -0.756
7 C -3.51 -2.21 1.95  0.483
8 O -3.40 -1.01 2.03  -0.459
9 N -4.57 -2.78 2.35  -0.407
10 N -2.56 -3.04 1.53  -0.344
11 H -4.75 -3.77 2.21  0.171
12 H -5.37 -2.18 2.49  0.268
13 H -1.63 -2.65 1.63  0.225
14 H -2.75 -4.03 1.58  0.186
15 C -2.95 2.42 -2.56  0.664
16 O -3.40 2.98 -3.54  -0.733
17 N -2.09 2.93 -1.75  -0.230
18 N -2.98 1.16 -2.40  -0.309
19 H -1.81 2.24 -1.06  -0.063
20 H -1.69 3.83 -1.97  0.191
21 H -3.24 0.56 -3.17  0.199
22 H -2.55 0.80 -1.57  0.214
23 C 2.25 1.86 -2.00  0.673
24 O 2.79 1.46 -1.01  -0.764
25 N 2.82 2.54 -2.94  -0.445
26 N 0.96 1.65 -2.22  -0.031
27 H 3.76 2.76 -2.65  0.251
28 H 2.50 2.76 -3.87  0.167
29 H 0.73 1.87 -3.18  0.159
30 H 0.30 1.20 -1.61  -0.121
31 C -0.10 -0.18 4.04  0.553
32 O -0.83 0.50 3.35  -0.322
33 N 0.70 -1.12 3.52  -0.289
34 N -0.07 -0.16 5.39  -0.445
35 H 1.25 -1.64 4.19  0.169
36 H 0.62 -1.27 2.52  0.160
37 H 0.66 -0.72 5.79  0.145
38 H -0.35 0.68 5.87  0.296
39 C 1.79 2.85 1.94  0.675
40 O 1.52 2.83 3.14  -0.690
41 N 1.00 3.18 0.91  -0.367
42 N 2.89 2.29 1.54  -0.368
43 H 0.00 3.07 1.01  0.199
44 H 1.45 3.31 0.01  0.138
45 H 3.35 1.87 2.33  0.186
46 H 3.14 2.22 0.56  0.257
47 N 2.60 -3.89 -3.23  0.001
48 C 2.67 -3.43 -1.91  -0.840
49 C 2.05 -2.28 -1.78  -0.058
50 C 1.31 -2.06 -2.96  -0.228
51 C 1.72 -3.04 -3.86  -0.743
52 H 3.29 -4.53 -3.58  0.241
53 H 3.26 -3.93 -1.16  0.363
54 H 2.10 -1.67 -0.89  0.445
55 H 0.63 -1.25 -3.18  0.460
56 H 1.63 -3.03 -4.94  0.354

Output
2S+1 = 2
electronic energy = -1619.3397 Ha
molar mass = 510.82 Da

A 5-piece molecular cluster, C10H28ClO12S4 overall in a non-equilibrium geometry. Source: OMol25; level of theory: ωB97M-V with the def2-TZVPD basis set.

Each line ends with the Mulliken charge.
Positions of all 55 atoms, in Å:
1 Cl -0.21 0.01 1.32  1.580
2 O -0.94 0.97 0.52  -0.655
3 O 0.37 -1.11 0.49  -0.655
4 O 0.78 0.76 1.99  -0.635
5 O -1.12 -0.51 2.27  -0.636
6 O -4.06 8.43 1.64  -0.582
7 S -4.42 8.19 3.09  1.145
8 O -3.72 8.72 4.26  -0.569
9 O -5.99 8.86 3.22  -0.356
10 C -6.87 8.60 2.13  -0.307
11 C -7.43 9.94 1.50  -1.126
12 C -4.90 6.35 3.34  -0.866
13 H -7.57 7.86 2.50  0.367
14 H -6.41 8.00 1.34  0.358
15 H -6.60 10.44 1.01  0.279
16 H -7.82 10.57 2.30  0.287
17 H -8.13 9.80 0.67  0.365
18 H -4.94 5.90 2.34  0.317
19 H -5.83 6.27 3.90  0.289
20 H -4.07 6.02 3.96  0.397
21 O 1.37 -2.28 -10.42  -0.588
22 S 0.82 -3.32 -9.53  1.123
23 O 1.68 -4.47 -9.22  -0.570
24 O 0.38 -2.59 -8.12  -0.310
25 C -0.14 -1.27 -8.04  -0.147
26 C -1.16 -1.17 -6.86  -1.129
27 C -0.92 -3.87 -9.95  -0.904
28 H -0.68 -1.26 -8.98  0.289
29 H 0.60 -0.48 -7.92  0.260
30 H -0.66 -1.29 -5.90  0.313
31 H -1.89 -1.99 -6.88  0.303
32 H -1.74 -0.25 -6.81  0.353
33 H -1.61 -3.05 -10.15  0.320
34 H -1.39 -4.47 -9.17  0.331
35 H -0.98 -4.41 -10.89  0.355
36 C 6.68 -1.97 4.84  -0.953
37 S 7.95 -1.95 3.46  0.469
38 O 8.42 -3.37 3.12  -0.599
39 C 6.93 -1.25 2.11  -0.850
40 H 5.77 -2.47 4.51  0.297
41 H 6.34 -1.01 5.22  0.362
42 H 6.89 -2.62 5.68  0.333
43 H 6.48 -0.33 2.49  0.331
44 H 6.07 -1.87 1.85  0.318
45 H 7.55 -1.02 1.24  0.293
46 C 2.14 -6.76 3.78  -0.868
47 S 3.26 -7.83 4.70  0.477
48 O 4.60 -7.35 4.26  -0.588
49 C 2.97 -7.21 6.43  -0.910
50 H 2.21 -7.12 2.75  0.292
51 H 2.34 -5.72 4.03  0.304
52 H 1.12 -6.88 4.14  0.357
53 H 1.89 -7.14 6.51  0.292
54 H 3.31 -6.19 6.62  0.319
55 H 3.26 -7.83 7.28  0.326

Output
net charge = -1
2S+1 = 1
electronic energy = -3353.2475 Ha
molar mass = 504.04 Da